The following is a DFT calculation (ωB97M-V/def2-TZVPD) of a structure of composition C40H33OP2PtS5Si at a distorted geometry.

## Properties
total charge = +1
energy relative to the best compared isomer or geometry (same formula, charge and spin) = 4.31 kcal/mol
frontier orbital gap (spin up / spin down) = 5.25 / 5.75 eV

Geometry (Å):
Pt1 -0.992 -0.049 0.674
C1 -3.173 -1.620 -1.805
Si1 -1.416 -1.271 -1.301
C2 -0.645 -0.310 -2.718
C3 -0.457 -0.871 -3.981
C4 0.024 -0.105 -5.031
C5 0.315 1.241 -4.838
C6 0.136 1.819 -3.591
C7 -0.356 1.044 -2.544
P1 -0.641 1.703 -0.876
C8 0.237 3.288 -0.809
C9 1.635 3.276 -0.826
C10 2.345 4.462 -0.802
C11 1.664 5.673 -0.749
C12 0.281 5.689 -0.708
C13 -0.438 4.500 -0.731
C14 -2.408 2.224 -0.964
C15 -3.153 2.406 0.200
C16 -4.498 2.730 0.132
C17 -5.116 2.886 -1.100
C18 -4.378 2.735 -2.265
C19 -3.033 2.404 -2.198
C20 -0.450 -2.852 -1.017
C21 -0.735 -4.031 -1.708
C22 0.013 -5.178 -1.496
C23 1.073 -5.162 -0.599
C24 1.368 -4.006 0.102
C25 0.588 -2.866 -0.082
P2 0.938 -1.328 0.829
C26 2.528 -0.831 0.117
C27 2.546 -0.160 -1.102
C28 3.749 0.125 -1.727
C29 4.944 -0.256 -1.132
C30 4.933 -0.915 0.088
C31 3.730 -1.203 0.716
C32 1.246 -1.761 2.550
C33 0.801 -2.965 3.089
C34 0.970 -3.226 4.443
C35 1.561 -2.280 5.263
C36 1.997 -1.070 4.731
C37 1.837 -0.809 3.384
H1 -3.151 -2.084 -2.794
H2 -3.733 -0.686 -1.886
H3 -3.702 -2.282 -1.122
H4 -0.665 -1.923 -4.146
H5 0.179 -0.556 -6.002
H6 0.674 1.843 -5.662
H7 0.358 2.869 -3.443
H8 2.170 2.335 -0.868
H9 3.427 4.446 -0.821
H10 2.216 6.603 -0.734
H11 -0.249 6.631 -0.657
H12 -1.517 4.527 -0.695
H13 -2.672 2.348 1.170
H14 -5.062 2.860 1.046
H15 -6.168 3.131 -1.153
H16 -4.849 2.876 -3.228
H17 -2.473 2.279 -3.115
H18 -1.551 -4.059 -2.420
H19 -0.224 -6.084 -2.037
H20 1.663 -6.054 -0.439
H21 2.200 -3.997 0.796
H22 1.620 0.122 -1.577
H23 3.753 0.644 -2.677
H24 5.884 -0.042 -1.621
H25 5.863 -1.206 0.556
H26 3.731 -1.717 1.669
H27 0.322 -3.703 2.459
H28 0.633 -4.168 4.853
H29 1.671 -2.476 6.321
H30 2.463 -0.333 5.372
H31 2.181 0.133 2.974
S1 -2.636 -3.317 6.998
C38 -2.401 -2.510 5.614
S2 -1.785 -0.883 5.540
C39 -1.763 -0.714 3.817
C40 -2.225 -1.823 3.098
S3 -2.314 -1.834 1.417
S4 -2.712 -3.196 4.040
S5 -1.267 0.700 3.063
O1 0.597 2.643 1.941
H32 0.392 2.865 2.857
H33 1.556 2.712 1.881